[1]
Below is a structure of composition C20H26N2O2SiTc, with properties calculated with ωB97M-V/def2-TZVPD.

XYZ file:
```
52
Properties=species:S:1:pos:R:3
Tc -1.2111 -0.7392 2.1034
H -5.0979 0.4607 3.8633
C -0.6017 -2.5954 1.2386
H -3.2956 -2.5625 3.2670
H 4.9130 -1.7242 -0.2899
O -3.4597 1.0905 5.0769
H 0.0028 -0.4865 -3.2444
C 0.4550 1.6396 -3.3526
C 0.3700 0.0469 0.9862
H -5.4375 0.9867 5.5426
C -0.1808 0.4574 -3.7718
H -0.0137 1.2607 3.3280
H -1.5405 -0.4458 -5.1729
H -1.9401 1.6841 -6.4167
C 0.2536 2.8326 -4.0594
H -5.0511 2.2112 4.3000
C 4.2965 -0.9548 -3.5575
H -0.7697 3.7720 -5.7044
C -2.0232 -2.6461 1.4107
H 0.7804 3.7380 -3.7542
C 2.8605 0.3420 -2.0765
H 4.6196 -1.2122 -4.5658
C 3.5136 -0.2377 -0.9709
C -1.0455 0.4764 -4.8671
C 3.3339 0.0411 -3.3697
H -2.7561 -2.7997 0.6309
C 4.8481 -1.6138 -2.4537
H 0.4736 -0.1162 4.0414
O -2.7274 0.3749 3.0235
C -4.8613 1.1906 4.6412
N -0.3439 0.3435 3.6453
C -1.2625 1.6725 -5.5607
H 5.5896 -2.3997 -2.5991
C -2.3178 -2.4814 2.7985
H -0.0857 -2.7113 0.2907
N -1.2756 0.5780 4.7118
H -0.0972 -0.2686 0.0220
H -0.9797 -2.2706 4.5799
H 0.5159 1.1350 1.0047
H -0.9939 0.9833 5.6067
H 1.8976 2.7676 -1.1094
C -0.0037 -2.3951 2.5253
C 4.4659 -1.2411 -1.1608
H 1.0570 -2.3450 2.7516
H 1.3609 -0.4168 0.9916
C -2.5321 0.6931 4.2359
Si 1.4348 1.4960 -1.7906
H 2.9508 0.5845 -4.2394
C -1.0774 -2.2795 3.4984
H 3.2735 0.1034 0.0400
H 0.3248 1.1371 -0.9107
C -0.6090 2.8440 -5.1579
```

Values from the calculation:
* highest occupied orbital energy (spin up / spin down): -0.4659 / -0.5011 hartree
* spin multiplicity: 4
* Kohn-Sham gap (spin up / spin down): 7.28 / 3.64 eV
* LUMO level (spin up / spin down): -5.3947 / -9.9938 eV
* charge: +2

[2]
Below is a structure of composition C3H6N3S, with properties calculated with ωB97M-V/def2-TZVPD.

XYZ file:
```
13
Properties=species:S:1:pos:R:3
N -0.1389 0.9635 1.6910
H -0.7292 1.2253 -1.4721
H 1.6438 1.9979 1.2339
N 0.0426 -0.5490 0.0935
C 0.9525 1.2328 0.9649
S 0.1828 -2.2950 0.0779
H 1.9534 -0.0222 -0.5496
H -0.5067 -0.6306 -1.9935
C -0.9798 0.1580 -1.3669
N -0.7646 -0.0039 1.3567
H -2.0028 -0.0794 -1.2047
H -0.7938 -2.2545 1.1435
C 1.1408 0.2570 0.0254
```

Values from the calculation:
* highest occupied orbital energy: -0.5415 hartree
* Kohn-Sham gap: 9.05 eV
* LUMO level: -5.6817 eV
* energy above the lowest of the compared OMol25 structures with the same formula, charge and spin: 4.955 eV
* charge: +1

[3]
Below is the ion C7H13FN3 with charge +1, with properties calculated with ωB97M-V/def2-TZVPD.

XYZ file:
```
24
Properties=species:S:1:pos:R:3
H -0.1478 -3.0115 2.3530
H -0.5047 0.7480 -2.9626
H 0.3949 1.1026 1.2105
H -1.3550 0.9233 0.8449
C -0.6645 2.6709 -0.3291
F 1.5493 -0.9103 2.1121
C 0.5318 -0.7761 -0.7669
H 0.8119 1.2082 -1.1156
N 0.0056 -1.7166 -0.2031
N -0.0190 -2.8191 0.2918
H 0.7923 -4.1641 1.4763
N 0.1071 0.5729 -0.8783
H 2.3909 -2.5436 2.6528
C 0.6635 -3.1076 1.5060
H -0.9561 2.9632 -2.4829
H -2.4315 2.5356 -1.5782
C 1.8210 -2.1754 1.7624
H -1.7522 0.1154 -1.6516
H -1.3958 2.9345 0.3994
C -1.3120 2.3002 -1.7230
C -0.9730 0.8373 -1.9292
C -0.3659 1.2697 0.4076
H 2.5793 -2.2635 0.8811
H 0.2300 3.3058 -0.2774
```

Values from the calculation:
* highest occupied orbital energy (spin up / spin down): -0.4736 / -0.4736 hartree
* Kohn-Sham gap (spin up / spin down): 9.02 / 9.02 eV
* LUMO level (spin up / spin down): -3.8647 / -3.8654 eV
* energy above the lowest of the compared OMol25 structures with the same formula, charge and spin: 5.447 eV
* charge: +1

[4]
Below is a structure of composition C34H40BCl3N4O6Y, with properties calculated with ωB97M-V/def2-TZVPD.

XYZ file:
```
89
Properties=species:S:1:pos:R:3
O -8.1310 -13.6200 10.8345
C -2.3554 -12.9926 9.7825
C -6.7315 -20.4130 8.4214
H -8.9418 -19.6308 7.0608
C -3.2268 -12.7001 8.7804
C -4.8818 -18.9928 15.8140
C -6.8497 -19.0645 8.7747
H -7.5140 -20.9275 7.9142
C -4.6001 -21.9916 16.2712
C -8.4163 -11.2094 11.3574
C -10.9515 -13.2066 13.0710
H -9.2746 -11.4694 14.0797
H -6.7558 -17.2489 16.7037
C -5.8168 -18.1595 15.0140
C -9.1579 -16.2431 8.8107
C -8.0490 -18.3092 8.4804
H -3.0703 -20.3656 12.7016
C -5.5957 -21.0913 8.8416
H -8.9467 -12.9333 14.9401
H -1.6972 -19.2095 12.5674
H -9.9455 -12.1889 9.3264
B -8.2436 -14.6651 11.7445
C -7.8050 -16.9856 13.4545
H -10.9732 -11.7947 10.7300
H -4.1613 -22.9182 16.6266
H -7.7107 -12.3459 13.8762
H -11.4665 -13.8358 12.3437
H -11.0297 -15.9555 7.6918
C -2.7195 -19.1447 14.4795
H -4.9686 -23.0885 8.1270
H -7.0975 -24.0060 8.7505
O -5.7011 -15.3434 9.2867
C -8.7836 -12.4286 13.9808
H -11.6325 -19.0380 6.6044
O -6.9927 -23.0700 8.6712
H -5.3192 -22.9240 9.9013
C -10.0798 -17.7981 7.2615
C -6.7801 -17.3337 15.6497
C -4.5002 -20.3462 9.3619
H -3.9284 -18.5620 10.3391
C -2.7402 -13.9744 10.7819
C -3.9342 -14.6348 10.7335
O -5.1261 -19.0788 17.0341
H -11.1570 -13.6647 14.0484
H -11.7610 -17.3558 6.0234
H -1.5294 -20.7230 13.5786
Cl -0.7835 -12.3383 9.7700
Y -6.6012 -16.5424 10.8293
H -2.8213 -21.4782 15.1658
C -4.4312 -13.3345 8.6548
H -5.3192 -22.2804 15.4926
H -2.1082 -13.9963 11.7184
H -8.1491 -10.8314 10.3598
H -3.4922 -20.8101 9.4762
C -2.1945 -19.9051 13.2569
C -11.0505 -18.1763 6.2061
C -3.5083 -20.9740 15.8051
Cl -5.5419 -12.7812 7.5184
C -9.0764 -12.5553 11.3288
H -1.9589 -19.1006 15.2633
C -9.0306 -18.6598 7.5337
N -5.9114 -18.3883 9.5070
H -8.7275 -16.7679 12.8596
H -7.5069 -11.2604 11.9129
C -5.9455 -18.3046 13.6403
H -11.4524 -12.2168 12.9477
H -10.8079 -13.4742 10.1696
H -2.9676 -20.6609 16.7363
Cl -4.4355 -15.7147 12.1148
H -10.7277 -19.4638 4.7346
H -3.0565 -18.1108 14.2743
C -7.7569 -16.6921 14.8254
H -8.3768 -15.8712 15.1970
H -9.1217 -10.4856 11.8428
H -9.1789 -15.2534 9.3007
C -9.4732 -13.1105 12.8011
N -3.9151 -19.7612 15.1314
C -10.1605 -16.5951 7.9406
O -10.3697 -18.5710 5.0060
H -5.1414 -21.5208 17.0970
H -5.3267 -19.0367 13.1308
H -3.0087 -11.9317 8.0213
N -8.1583 -17.1184 9.1149
N -6.7850 -17.6105 12.8414
O -9.0513 -14.4701 12.8019
C -4.7686 -19.0554 9.8285
C -10.2599 -12.4996 10.3338
C -5.6441 -22.6222 8.8816
C -4.7434 -14.4697 9.5326
```

Values from the calculation:
* highest occupied orbital energy: -0.3478 hartree
* Kohn-Sham gap: 5.93 eV
* LUMO level: -3.5364 eV
* energy above the lowest of the compared OMol25 structures with the same formula, charge and spin: 0.303 eV
* charge: +1

[5]
Below is a structure of composition H17O9, with properties calculated with ωB97M-V/def2-TZVPD.

XYZ file:
```
26
Properties=species:S:1:pos:R:3
H 2.2168 2.4591 0.3884
H -1.5306 0.8928 -0.1266
O 2.4343 2.8374 -0.5581
H 1.4068 -0.8229 1.2465
H -2.5960 -1.8746 0.5843
O -1.6725 -1.5221 -1.9976
H -0.5970 0.2817 0.9315
H -0.1763 -0.2406 -1.5249
O 0.4239 -0.4339 -2.3084
O -0.4850 1.5753 -3.5458
O -0.9119 0.1040 -0.1890
O -0.1267 0.3226 2.0567
H 2.1572 1.9197 -0.9745
H -0.4923 -0.3356 2.6821
O 2.1884 -0.7599 1.7745
H 1.2673 -0.1224 -2.0537
O -2.4466 -2.7201 0.4386
H -2.4808 -2.7052 -0.5623
H 0.3564 0.7909 3.6305
H -1.2528 -2.2882 -2.0282
H -0.9387 0.7473 -3.5192
O 1.1594 0.7555 3.8771
H -1.3949 -1.0295 -1.1378
H 0.0030 1.5459 -2.8853
H 1.8132 -0.4927 2.5560
H 1.6754 1.1156 3.2452
```

Values from the calculation:
* highest occupied orbital energy: -0.2300 hartree
* Kohn-Sham gap: 9.52 eV
* LUMO level: 3.2592 eV
* energy above the lowest of the compared OMol25 structures with the same formula, charge and spin: 4.750 eV
* charge: -1

[6]
Below is a cluster of 2 separate species, C5H12NS in total, with properties calculated with ωB97M-V/def2-TZVPD.

XYZ file:
```
19
Properties=species:S:1:pos:R:3
C 0.0705 0.2871 2.3193
H -0.2125 -0.4900 -0.2651
C -0.1595 -1.3475 0.4140
C 0.5370 1.6245 -2.0106
H 0.9064 2.5889 -2.3769
C -0.0534 -1.0945 1.7206
H -0.9425 1.4053 -3.5899
H 0.5939 0.6333 -3.9695
S -0.6336 1.9794 -0.6554
H -0.3946 -2.3299 0.0171
H -0.3936 -3.0133 2.3691
H -0.3566 -1.8466 3.5983
H 1.4065 1.0811 -1.6248
H -0.5030 -0.0897 -2.7697
C -0.1106 0.8555 -3.1505
N -0.0486 -2.1194 2.6865
H 0.9516 0.3373 2.9633
H -0.8198 0.5866 2.8760
H 0.1624 0.9520 1.4484
```

Values from the calculation:
* highest occupied orbital energy: -0.0852 hartree
* Kohn-Sham gap: 6.14 eV
* LUMO level: 3.8243 eV
* energy above the lowest of the compared OMol25 structures with the same formula, charge and spin: 0.583 eV
* charge: -1

Number 1: largest force on an atom 0.04866 hartree/bohr. Number 2: largest force on an atom 0.06740 hartree/bohr. Number 3: largest force on an atom 0.09567 hartree/bohr. Number 4: largest force on an atom 0.06809 hartree/bohr. Number 5: largest force on an atom 0.23912 hartree/bohr. Number 6: largest force on an atom 0.02250 hartree/bohr.